(1)
{
  "formula": "C22H30IrN3S2Sb2",
  "method": "ωB97M-V/def2-TZVPD",
  "species": ["Ir", "S", "C", "C", "C", "C", "C", "C", "C", "C", "C", "N", "H", "H", "H", "H", "H", "H", "C", "Sb", "C", "C", "C", "C", "C", "C", "C", "C", "C", "Sb", "C", "C", "H", "H", "H", "H", "H", "H", "H", "H", "H", "H", "H", "H", "H", "H", "H", "H", "H", "H", "H", "H", "N", "C", "N", "S", "H", "H", "H", "H"],
  "positions_angstrom": [[1.452, -0.688, -0.541], [2.007, 0.860, -4.822], [0.320, 0.813, -4.535], [0.007, 0.325, -3.301], [1.136, -0.019, -2.515], [2.300, 0.203, -3.244], [3.615, -0.116, -2.766], [4.714, -0.169, -3.628], [5.941, -0.568, -3.144], [6.049, -0.870, -1.792], [4.924, -0.751, -0.994], [3.724, -0.405, -1.452], [-0.359, 1.133, -5.301], [-1.011, 0.165, -2.995], [4.574, 0.078, -4.668], [6.791, -0.646, -3.804], [6.983, -1.196, -1.363], [5.014, -0.928, 0.068], [-3.536, 1.093, -1.811], [-1.843, 2.071, -0.889], [-1.843, 3.834, -2.145], [-3.049, 2.869, 0.889], [-3.698, 1.732, 1.501], [-5.028, 1.440, 1.155], [-5.678, 0.347, 1.679], [-5.023, -0.479, 2.592], [-3.721, -0.199, 2.957], [-3.017, 0.868, 2.400], [-1.611, 1.051, 2.763], [-0.204, -0.349, 1.700], [1.048, -0.606, 3.439], [-1.275, -2.183, 2.019], [-4.183, 1.843, -2.251], [-4.083, 0.539, -1.056], [-3.217, 0.407, -2.584], [-2.861, 4.108, -2.397], [-1.292, 3.615, -3.054], [-1.361, 4.653, -1.621], [-3.738, 3.547, 0.402], [-2.343, 3.409, 1.507], [-5.555, 2.108, 0.489], [-6.693, 0.127, 1.390], [-5.527, -1.341, 3.003], [-3.232, -0.821, 3.691], [-1.444, 0.776, 3.800], [-1.229, 2.049, 2.580], [0.440, -0.508, 4.332], [1.847, 0.127, 3.475], [1.475, -1.603, 3.430], [-1.338, -2.379, 3.087], [-0.733, -2.992, 1.540], [-2.272, -2.132, 1.596], [3.757, -4.163, 1.470], [3.143, -3.038, 1.136], [3.533, -1.879, 1.672], [1.830, -3.088, 0.063], [4.528, -4.195, 2.119], [3.475, -5.024, 1.030], [4.286, -1.822, 2.340], [3.080, -1.030, 1.356]],
  "lowdin_charge": [0.7318, 1.1016, -0.3902, -0.2760, -0.3652, -0.5280, -0.3050, -0.0067, -0.0192, -0.0326, -0.1314, 0.0142, 0.0751, 0.0469, 0.1004, 0.1247, 0.1144, 0.0883, -0.2692, 1.4608, -0.2844, -0.2055, -0.2925, -0.0380, -0.0296, -0.0091, -0.0407, -0.2707, -0.2557, 1.2301, -0.3050, -0.2906, 0.0269, -0.0038, 0.0037, 0.0179, 0.0065, 0.0115, 0.0883, 0.0720, 0.1298, 0.1224, 0.1262, 0.1199, 0.0731, 0.0534, 0.0146, 0.0106, 0.0001, 0.0255, -0.0220, 0.0062, 0.1385, -0.8808, 0.0861, 0.6183, 0.1324, 0.1170, 0.1348, 0.0279],
  "multiplicity": 5,
  "total_charge": 2,
  "lumo_energy_ha": [-0.2005, -0.3261]
}

(2)
{
  "formula": "C22H30MnN3O3P",
  "method": "ωB97M-V/def2-TZVPD",
  "species": ["Mn", "C", "O", "C", "O", "C", "O", "C", "P", "H", "H", "C", "H", "C", "H", "H", "H", "C", "H", "C", "H", "H", "C", "H", "H", "H", "C", "H", "H", "H", "C", "H", "H", "H", "C", "H", "H", "H", "H", "H", "N", "C", "C", "C", "C", "C", "C", "C", "N", "C", "C", "N", "C", "H", "H", "H", "H", "H", "H", "H"],
  "positions_angstrom": [[-0.250, -0.041, -0.552], [-2.091, -0.214, -0.567], [-3.257, -0.216, -0.490], [-0.422, 1.544, 0.253], [-0.530, 2.526, 0.882], [1.552, -0.029, -0.154], [2.641, 0.017, 0.272], [-1.508, 0.894, -3.523], [-0.022, 0.086, -2.726], [0.285, -1.415, -4.575], [-2.343, 0.225, -3.254], [1.428, 0.992, -3.484], [1.156, 1.130, -4.542], [-1.393, 0.955, -5.047], [-1.126, -0.010, -5.493], [-0.660, 1.709, -5.363], [-2.369, 1.249, -5.456], [-1.808, 2.275, -2.926], [-1.155, 3.052, -3.343], [1.025, -2.590, -2.927], [-1.732, 2.297, -1.830], [-2.842, 2.544, -3.187], [-1.399, -2.256, -3.492], [0.700, -2.968, -1.951], [1.092, -3.463, -3.593], [2.028, -2.165, -2.827], [-0.001, -1.618, -3.528], [-1.317, -3.310, -3.794], [-2.098, -1.765, -4.181], [-1.828, -2.232, -2.479], [2.736, 0.196, -3.422], [2.994, -0.077, -2.389], [3.547, 0.828, -3.810], [2.701, -0.706, -4.041], [1.620, 2.371, -2.841], [1.804, 2.290, -1.761], [0.767, 3.038, -3.000], [2.501, 2.847, -3.294], [-0.657, -1.804, -0.889], [0.130, -1.642, -0.680], [-0.254, 1.840, 10.338], [-0.222, 1.374, 9.265], [-0.181, 0.806, 7.944], [-0.939, 1.379, 6.914], [-0.891, 0.846, 5.625], [-0.071, -0.265, 5.377], [0.680, -0.855, 6.401], [0.634, -0.304, 7.684], [0.020, -0.779, 4.076], [0.700, -1.937, 3.676], [0.600, -1.996, 2.314], [-0.137, -0.909, 1.875], [-0.482, -0.200, 2.930], [-1.572, 2.242, 7.121], [-1.484, 1.287, 4.825], [1.311, -1.722, 6.198], [1.234, -0.741, 8.482], [1.202, -2.594, 4.359], [1.010, -2.729, 1.638], [-1.057, 0.714, 2.963]],
  "lowdin_charge": [0.2343, -0.0464, 0.3014, -0.0712, 0.2884, -0.0605, 0.2777, -0.4857, 1.0958, 0.1440, 0.1024, -0.4541, 0.1319, -0.0422, 0.0909, 0.1027, 0.1318, -0.0682, 0.0912, -0.0849, 0.0500, 0.1233, -0.0655, 0.0649, 0.1269, 0.0696, -0.4638, 0.1233, 0.0967, 0.0665, -0.0692, 0.0703, 0.1224, 0.0897, -0.0640, 0.0732, 0.0729, 0.1208, 0.1677, 0.0959, 0.3597, -0.0095, -0.1179, 0.0788, 0.0625, -0.1114, 0.0775, 0.0885, 0.0382, 0.0535, -0.0559, 0.0541, -0.0671, 0.1612, 0.1258, 0.1354, 0.1644, 0.1438, 0.1324, 0.1347],
  "multiplicity": 4,
  "total_charge": 4,
  "lumo_energy_ha": [-0.5802, -0.6009]
}

(3)
{
  "formula": "C22H30N2O2",
  "method": "ωB97M-V/def2-TZVPD",
  "species": ["C", "C", "C", "C", "C", "O", "C", "C", "N", "C", "C", "N", "C", "C", "O", "C", "C", "C", "C", "C", "C", "C", "C", "C", "C", "C", "H", "H", "H", "H", "H", "H", "H", "H", "H", "H", "H", "H", "H", "H", "H", "H", "H", "H", "H", "H", "H", "H", "H", "H", "H", "H", "H", "H", "H", "H"],
  "positions_angstrom": [[2.248, 2.713, -5.798], [2.329, 2.373, -4.459], [2.458, 1.048, -4.082], [2.494, 0.049, -5.047], [2.643, -1.398, -4.636], [2.196, -1.673, -3.331], [0.798, -1.571, -3.168], [0.499, -1.344, -1.685], [0.877, 0.002, -1.295], [1.419, 0.133, 0.041], [0.341, 0.074, 1.131], [-0.610, 1.142, 0.886], [-1.515, 1.412, 1.980], [-2.485, 0.271, 2.355], [-3.461, 0.655, 3.299], [-2.979, 0.881, 4.610], [-2.292, -0.323, 5.208], [-0.997, -0.243, 5.699], [-0.378, -1.363, 6.230], [-1.046, -2.574, 6.263], [-2.337, -2.663, 5.767], [-2.957, -1.543, 5.244], [-1.241, 0.970, -0.408], [-0.157, 1.000, -1.495], [2.406, 0.394, -6.389], [2.289, 1.721, -6.763], [2.150, 3.748, -6.092], [2.294, 3.144, -3.702], [2.510, 0.772, -3.040], [3.706, -1.665, -4.632], [2.132, -2.047, -5.366], [0.314, -2.501, -3.511], [0.403, -0.737, -3.761], [-0.563, -1.567, -1.503], [1.101, -2.057, -1.120], [1.911, 1.109, 0.097], [2.168, -0.645, 0.201], [-0.135, -0.923, 1.120], [0.797, 0.226, 2.112], [-0.897, 1.660, 2.848], [-2.107, 2.294, 1.718], [-3.061, -0.027, 1.476], [-1.919, -0.596, 2.722], [-3.877, 1.123, 5.188], [-2.308, 1.750, 4.637], [-0.470, 0.701, 5.671], [0.629, -1.289, 6.613], [-0.562, -3.448, 6.673], [-2.861, -3.608, 5.789], [-3.960, -1.605, 4.850], [-1.802, 0.021, -0.476], [-1.941, 1.792, -0.568], [0.328, 1.980, -1.475], [-0.610, 0.858, -2.478], [2.431, -0.381, -7.143], [2.224, 1.980, -7.810]],
  "lowdin_charge": [-0.0977, -0.0788, -0.0358, -0.2096, -0.1748, -0.1401, -0.2025, -0.1634, -0.1760, -0.1673, -0.1721, -0.1745, -0.1669, -0.1952, -0.1358, -0.1732, -0.2229, -0.0450, -0.0849, -0.0927, -0.0796, -0.0362, -0.1738, -0.1668, -0.0477, -0.0910, 0.0982, 0.1007, 0.1059, 0.1361, 0.1286, 0.1277, 0.1171, 0.1164, 0.1266, 0.1226, 0.1208, 0.1223, 0.1240, 0.1139, 0.1283, 0.1236, 0.1174, 0.1341, 0.1169, 0.1103, 0.1012, 0.1002, 0.1022, 0.1207, 0.1120, 0.1258, 0.1217, 0.1191, 0.1102, 0.0996],
  "multiplicity": 1,
  "total_charge": 0,
  "lumo_energy_ha": 0.0303,
  "smiles": "c1ccc(COCCN2CCN(CCOCc3ccccc3)CC2)cc1",
  "e_above_lowest_kj_mol": 297.1
}